one | Molecular formula: C7H9NOS
Method: DFT, ωB97M-V/def2-TZVPD

```
19
C7H9NOS | the Open Molecules 2025 dataset | ωB97M-V/def2-TZVPD
C 0.581 1.592 0.805
C -1.809 0.994 0.898
N -1.999 0.669 -1.528
H 0.645 1.375 -1.292
C 1.918 -2.001 1.733
H -2.839 0.817 1.175
H 1.746 -1.025 -1.727
H -3.045 0.527 -1.442
C 0.827 -1.270 -1.411
C -1.285 1.006 -0.373
H 1.601 1.998 1.146
O 1.153 -1.334 0.930
C 0.046 1.413 -0.440
H 2.323 -2.994 1.513
S -0.609 1.364 2.023
H 1.981 -1.380 2.677
C 0.464 -1.493 -0.133
H -1.696 1.158 -2.420
H -0.004 -1.417 -2.131
```

## Properties
LUMO level (alpha / beta) (eV): 0.21 / 0.47
Total charge: 0

=====

two | Molecular formula: C7H9NOS
Method: DFT, ωB97M-V/def2-TZVPD

```
19
C7H9NOS | the Open Molecules 2025 dataset | ωB97M-V/def2-TZVPD
H -1.158 -1.090 -2.537
C 2.966 0.109 2.681
C -3.170 0.085 -0.402
H -0.625 0.885 -1.905
H 3.354 -0.870 2.964
C 0.382 -0.245 -0.401
H 2.476 0.556 3.547
H -2.059 1.565 0.863
H 0.635 1.770 -1.027
N -1.352 -1.775 -1.819
C 2.029 -0.025 1.594
H -3.139 -1.414 -1.503
H 1.092 0.575 -2.247
C 0.369 0.806 -1.460
S -0.519 -1.651 -0.496
H 3.796 0.748 2.378
O -3.795 -0.774 -1.144
C 1.247 -0.126 0.679
C -2.529 0.872 0.235
```

## Properties
LUMO level (alpha / beta) (eV): -0.57 / -0.57
Total charge: 0

=====

The structure with the least stability is one.

=====

one | Molecular formula: C3H9NO
Method: DFT, ωB97M-V/def2-TZVPD

```
14
C3H9NO | the Open Molecules 2025 dataset | ωB97M-V/def2-TZVPD
O 2.992 -0.301 -0.471
C 1.263 0.978 -1.034
H 0.215 1.007 -1.319
H -2.454 0.721 1.210
H 3.029 -1.110 0.037
C -1.776 -0.792 0.242
H 1.814 1.591 -1.840
N -2.008 -0.102 1.503
H 1.311 0.172 0.835
H -0.831 -0.452 -0.213
H -1.069 0.421 1.556
C 1.807 0.231 -0.125
H -2.519 -0.484 -0.523
H -1.773 -1.879 0.142
```

## Properties
Spin multiplicity: 2
Expectation value of S²: 0.756
LUMO level (alpha / beta) (eV): -5.78 / -8.94
Total charge: +1

=====

two | Molecular formula: C3H9NO
Method: DFT, ωB97M-V/def2-TZVPD

```
14
C3H9NO | the Open Molecules 2025 dataset | ωB97M-V/def2-TZVPD
H 2.220 2.498 -1.365
H -4.047 -2.219 0.145
C -2.331 -0.907 0.636
H 3.056 0.319 0.488
H 1.481 2.212 0.329
C 2.343 2.152 -0.342
N 2.842 0.827 -0.377
O -1.208 -0.912 1.070
H -2.471 -3.015 0.547
H 3.178 2.711 0.123
C -2.964 -2.153 0.087
H -2.742 -2.206 -0.990
H -2.969 0.002 0.688
H 3.613 0.692 -1.038
```

## Properties
Spin multiplicity: 2
Expectation value of S²: 0.754
LUMO level (alpha / beta) (eV): -3.90 / -8.95
Total charge: +1

=====

The structure with the least stability is one.

=====

one | Molecular formula: C8H18O2
Method: DFT, ωB97M-V/def2-TZVPD

```
28
C8H18O2 | the Open Molecules 2025 dataset | ωB97M-V/def2-TZVPD
H -3.727 -0.894 -0.131
H 2.205 0.061 -2.218
O -0.496 -0.345 -0.577
C -1.665 0.156 1.476
C 1.738 -0.012 -0.088
H -1.484 2.178 -0.552
H -2.596 0.499 1.924
H -2.673 -1.156 -1.592
H -1.426 -0.818 1.850
H 1.597 -1.527 -1.644
H 2.255 1.709 1.141
O 0.474 0.648 -0.250
H 2.594 1.932 -0.537
C -2.707 -1.086 -0.507
H 1.028 -1.838 0.780
H 3.667 0.890 0.438
H 2.679 -1.473 1.148
C 2.644 1.199 0.258
C -1.779 0.055 -0.051
H -0.862 0.866 1.727
C 2.214 -0.666 -1.376
H -2.382 -2.063 -0.100
H 3.252 -1.038 -1.275
H -3.168 1.697 -0.363
C 1.693 -1.003 1.053
C -2.197 1.379 -0.718
H 1.346 -0.571 2.010
H -2.226 1.220 -1.822
```

## Properties
LUMO level (eV): 0.85
Total charge: 0

=====

two | Molecular formula: C8H18O2
Method: DFT, ωB97M-V/def2-TZVPD

```
28
C8H18O2 | the Open Molecules 2025 dataset | ωB97M-V/def2-TZVPD
C 3.136 -0.038 -0.677
H -2.093 -1.405 1.716
C 2.078 1.027 -0.591
C -2.346 -1.743 0.703
H 1.313 -2.036 -0.629
H -3.350 -2.193 0.785
H -4.274 0.226 0.150
C 0.297 -0.520 -0.102
C -0.355 0.580 -0.575
H -0.428 0.720 -1.639
H 2.087 1.389 1.529
H 3.173 2.449 0.636
H 3.017 -0.665 -1.565
C 2.194 1.945 0.592
H -2.368 -0.940 -1.313
H 4.153 0.384 -0.732
H 0.208 -1.549 1.500
O 0.489 -1.600 -0.889
H -2.951 0.990 1.018
H 1.434 2.729 0.579
C -2.307 -0.606 -0.279
O 0.532 -0.682 1.217
C -3.222 0.539 0.056
H 1.922 1.540 -1.538
H -0.598 1.371 0.114
H -1.680 -2.562 0.415
H 3.127 -0.678 0.216
H -3.189 1.326 -0.701
```

## Properties
LUMO level (alpha / beta) (eV): 0.56 / 0.56
Total charge: 0

=====

The structure with the least stability is two.

=====

one | Molecular formula: CH3Br2P
Method: DFT, ωB97M-V/def2-TZVPD

```
7
CH3Br2P | the Open Molecules 2025 dataset | ωB97M-V/def2-TZVPD
H -2.516 1.277 1.385
C 1.112 -0.190 -1.053
Br 0.559 1.618 -0.842
P 1.270 -1.417 0.077
H 0.698 -0.661 1.362
H 1.427 -0.503 -2.145
Br -2.550 -0.123 1.215
```

## Properties
LUMO level (eV): -0.17
Total charge: 0

=====

two | Molecular formula: CH3Br2P
Method: DFT, ωB97M-V/def2-TZVPD

```
7
CH3Br2P | the Open Molecules 2025 dataset | ωB97M-V/def2-TZVPD
H 1.475 -0.300 -1.275
H 1.755 0.835 -0.213
C 1.098 0.021 -0.387
P -0.443 0.052 0.300
Br -2.422 1.213 -0.257
H -0.310 0.179 1.641
Br -1.153 -2.000 0.191
```

## Properties
LUMO level (eV): -0.49
Total charge: 0

=====

three | Molecular formula: CH3Br2P
Method: DFT, ωB97M-V/def2-TZVPD

```
7
CH3Br2P | the Open Molecules 2025 dataset | ωB97M-V/def2-TZVPD
Br 1.332 -1.800 -0.014
P -1.306 -0.232 0.214
H -0.890 -0.375 1.474
H -1.307 1.219 -0.165
Br 1.581 1.679 0.390
C 0.306 -0.323 -0.385
H 0.283 -0.167 -1.514
```

## Properties
LUMO level (eV): -1.50
Total charge: 0

=====

The structure with the least stability is three.

=====

one | Molecular formula: C3H9NO3
Method: DFT, ωB97M-V/def2-TZVPD

```
16
C3H9NO3 | the Open Molecules 2025 dataset | ωB97M-V/def2-TZVPD
H -0.818 -0.759 -1.485
H 1.799 3.551 0.909
O 1.075 2.823 0.922
O 2.671 0.630 -0.678
O -2.653 -1.585 0.384
H 1.197 0.209 -2.123
H -3.187 -0.751 0.298
C 1.619 0.071 -1.056
H -0.512 -2.305 -0.514
C -0.425 -1.207 -0.465
H -1.070 -0.956 1.623
N 0.872 -0.651 -0.247
H 1.548 1.994 0.701
H -1.621 0.211 0.378
C -1.393 -0.786 0.627
H 0.897 -0.489 0.728
```

## Properties
LUMO level (eV): 0.64
Total charge: 0

=====

two | Molecular formula: C3H9NO3
Method: DFT, ωB97M-V/def2-TZVPD

```
16
C3H9NO3 | the Open Molecules 2025 dataset | ωB97M-V/def2-TZVPD
C 0.784 0.077 0.310
O -1.218 0.392 -0.865
O 0.083 0.307 1.372
N -2.053 0.654 0.282
H 1.905 0.749 -1.328
H 2.639 1.074 0.176
H -1.218 -1.568 -0.151
H -2.231 1.595 0.113
H -1.092 0.568 1.060
H 0.935 1.967 -0.355
C 1.632 1.123 -0.328
C 0.747 -1.417 -0.124
H 0.954 -1.556 -1.166
H 1.455 -2.112 0.218
H -2.880 0.121 0.512
O -0.440 -1.973 0.275
```

## Properties
LUMO level (eV): 0.83
Total charge: 0

=====

The structure with the least stability is two.

=====

one | Molecular formula: C3H9NO3
Method: DFT, ωB97M-V/def2-TZVPD

```
16
C3H9NO3 | the Open Molecules 2025 dataset | ωB97M-V/def2-TZVPD
C -0.578 -1.216 -0.931
H -3.203 4.159 -2.739
O -1.451 -1.722 -1.601
H -0.487 -2.686 0.407
H 0.745 -1.733 2.104
N -0.108 -1.772 0.217
H 2.986 1.066 1.370
C 1.983 -0.548 0.834
O 2.342 0.471 1.759
C 0.602 -1.063 1.253
H -3.723 3.071 -1.804
H 0.065 -0.210 1.658
H 2.697 -1.377 0.887
O -3.752 4.019 -1.960
H 1.974 -0.165 -0.177
H -0.091 -0.291 -1.276
```

## Properties
LUMO level (eV): 0.61
Total charge: 0

=====

two | Molecular formula: C3H9NO3
Method: DFT, ωB97M-V/def2-TZVPD

```
16
C3H9NO3 | the Open Molecules 2025 dataset | ωB97M-V/def2-TZVPD
H 2.319 -0.603 -0.851
H -0.139 0.672 -1.447
C -1.504 -0.495 -0.520
H 0.349 1.887 0.869
O -2.135 0.435 0.288
H 1.937 1.308 1.419
C 0.808 -0.125 0.266
C 1.226 1.305 0.595
H -2.054 -0.480 -1.543
H 1.697 1.764 -0.275
H -0.877 -2.298 -0.275
N -0.168 -0.175 -0.894
O -1.567 -1.731 0.091
H -2.151 0.086 1.188
H 0.359 -0.602 1.143
O 1.899 -0.947 -0.053
```

## Properties
LUMO level (eV): 0.83
Total charge: 0

=====

three | Molecular formula: C3H9NO3
Method: DFT, ωB97M-V/def2-TZVPD

```
16
C3H9NO3 | the Open Molecules 2025 dataset | ωB97M-V/def2-TZVPD
H -2.406 -0.178 0.307
H -1.455 1.849 -0.524
N -0.856 -1.431 -0.504
H -1.579 -1.805 -1.089
C -1.343 -0.292 0.300
H 0.390 3.026 1.636
C -0.762 1.002 -0.400
O -0.025 2.185 1.442
O 2.916 -2.106 -0.706
H -0.471 -2.224 0.007
H 2.121 -1.877 -0.183
C 0.432 1.482 0.376
H 3.050 -1.237 -1.071
H -1.084 -0.238 1.435
O 1.604 1.213 0.380
H -0.530 0.631 -1.405
```

## Properties
LUMO level (eV): 0.64
Total charge: 0

=====

The structure with the least stability is three.